1.
Formula: C12H18ClNO2
Source: OMol25
Level of theory: ωB97M-V/def2-TZVPD

Element x y z (Å)
C  3.48994  -2.54535  -0.28281
C  2.68276  -1.29529  -0.43584
C  1.66478  -0.98858  0.44780
C  0.91029  0.17511  0.30711
O  -0.06251  0.36326  1.23981
C  -0.91882  1.47985  1.12093
C  -1.96745  1.36946  2.24485
N  -2.62719  0.09331  2.37400
C  -3.62503  -0.26804  1.39275
C  -3.11389  -0.75364  0.01926
O  -4.05752  -1.57031  -0.63376
C  1.18669  1.04394  -0.73991
C  2.20276  0.76276  -1.64500
C  2.50114  1.69855  -2.77417
C  2.93510  -0.40534  -1.47817
Cl  4.20644  -0.76812  -2.60164
H  4.54475  -2.30099  -0.16389
H  3.15906  -3.11362  0.58159
H  3.39494  -3.16649  -1.17259
H  1.43731  -1.65025  1.26864
H  -0.35495  2.41555  1.23873
H  -1.40129  1.48331  0.13579
H  -1.46155  1.55567  3.19667
H  -2.72320  2.14488  2.09625
H  -1.92980  -0.63926  2.45347
H  -4.20455  -1.09289  1.82386
H  -4.29683  0.58695  1.26298
H  -2.84322  0.09343  -0.62705
H  -2.22862  -1.38042  0.15666
H  -4.87554  -1.07326  -0.74396
H  0.62328  1.95451  -0.86884
H  2.38088  1.18752  -3.72863
H  1.83934  2.55990  -2.74995
H  3.53251  2.04389  -2.71497

## Properties
**SMILES**: Cc1cc(OCCNCCO)cc(C)c1Cl
**HOMO**: -8.381 eV
**Charge**: 0
**Lowest unoccupied orbital energy**: 0.7 eV
**ΔE to the lowest compared entry with this formula, charge and spin**: 12.8 kcal/mol

Need the Löwdin charges? In units of e they are: -0.0745, -0.2888, 0.0332, -0.2541, -0.0536, -0.1938, -0.1953, -0.0762, -0.2106, -0.2636, -0.0670, 0.0192, -0.2877, -0.0749, -0.5646, 0.7224, 0.0770, 0.0767, 0.0777, 0.1232, 0.1302, 0.1094, 0.1177, 0.1204, 0.1096, 0.1187, 0.1186, 0.1061, 0.1212, 0.0859, 0.1069, 0.0776, 0.0759, 0.0769

***

2.
Formula: C12H18F3N5OS
Source: OMol25
Level of theory: ωB97M-V/def2-TZVPD

Element x y z (Å)
C  2.32771  -3.42943  -0.67742
C  0.84564  -3.45617  -0.68380
C  -0.03326  -4.34099  -0.08626
C  -1.30448  -3.86333  -0.42312
C  -2.63125  -4.42980  -0.05689
F  -3.12617  -5.23624  -1.01426
F  -2.56710  -5.16731  1.06082
F  -3.55279  -3.47924  0.15152
N  -1.21495  -2.77439  -1.17469
N  0.08568  -2.54102  -1.32647
C  0.50218  -1.39556  -2.08458
C  0.09970  -0.06501  -1.41889
O  0.90535  0.83641  -1.27361
N  -1.18622  -0.05310  -1.04895
N  -1.89492  1.01859  -0.49512
C  -1.59598  1.75138  0.62995
S  -2.87365  2.51788  1.34456
N  -0.32645  1.79507  1.04575
C  0.12464  2.69778  2.07738
C  0.91408  3.89334  1.52043
C  2.23639  3.44675  0.89866
C  0.07768  4.67271  0.50951
H  2.70050  -4.23659  -0.05414
H  2.69640  -2.48387  -0.28142
H  2.72278  -3.55922  -1.68476
H  0.19746  -5.19879  0.50894
H  1.58566  -1.40024  -2.20255
H  0.03158  -1.42989  -3.07300
H  -1.69686  -0.93931  -1.12449
H  -2.88699  0.98462  -0.69408
H  0.38745  1.50923  0.38091
H  0.75589  2.13325  2.77190
H  -0.75946  3.05187  2.61225
H  1.13242  4.54474  2.37371
H  2.82918  2.88363  1.61699
H  2.81282  4.31464  0.58751
H  2.06828  2.82573  0.02150
H  -0.09613  4.07670  -0.38397
H  -0.88574  4.94161  0.93536
H  0.59295  5.58359  0.21483

## Properties
**SMILES**: Cc1cc(C(F)(F)F)nn1CC(=O)NNC(=S)NCC(C)C
**HOMO**: -8.075 eV
**Charge**: 0
**Lowest unoccupied orbital energy**: 0.3 eV

Need the Löwdin charges? In units of e they are: -0.0117, -0.2430, 0.0580, -0.1704, -0.5802, 0.1415, 0.1460, 0.1466, 0.1257, -0.0969, -0.0080, -0.4398, 0.0482, 0.0977, 0.0118, -0.8652, 0.6310, 0.0226, -0.2006, -0.4070, -0.0741, -0.0760, 0.0869, 0.0902, 0.0898, 0.1187, 0.1299, 0.1441, 0.1239, 0.1127, 0.0884, 0.1209, 0.0696, 0.1337, 0.0760, 0.0775, 0.0615, 0.0782, 0.0655, 0.0761

***

3.
Formula: C12H18I2O4RuSY
Source: OMol25
Level of theory: ωB97M-V/def2-TZVPD

Element x y z (Å)
I  -4.01733  1.09960  -1.96528
I  -4.25996  -1.61466  -1.59194
Y  -1.18582  -1.51638  -0.78801
Ru  0.32725  0.60672  0.54624
S  -0.72020  0.92538  -1.69725
C  1.20859  2.19985  -0.03940
C  1.09415  0.65333  2.30303
C  0.16413  0.77716  -3.46799
C  -0.79028  -0.01659  -4.35976
C  1.52142  0.10941  -3.29101
C  0.27789  2.21184  -3.98033
C  0.12743  -2.51649  1.06728
C  1.67918  -0.58462  0.01360
O  1.69236  0.63186  3.31067
O  1.76904  3.12162  -0.46197
O  0.70951  -2.87155  2.00673
O  2.60674  -1.24010  -0.24190
H  -0.32954  -0.13498  -5.35566
H  -1.74615  0.53022  -4.45095
H  -1.02434  -1.01480  -3.95319
H  2.03629  0.08073  -4.26730
H  1.44210  -0.92229  -2.92778
H  2.15292  0.66924  -2.58942
H  0.81408  2.19424  -4.94027
H  0.81432  2.85978  -3.28007
H  -0.72818  2.62641  -4.14870
C  -3.80945  0.43823  2.16981
C  -2.39677  0.92429  1.89443
C  -1.86175  1.55094  3.17276
C  -1.54423  -0.24863  1.37601
H  -3.80952  -0.38357  2.89324
H  -4.29052  0.07747  1.25792
H  -4.42894  1.25538  2.56905
H  -2.42661  1.67493  1.09397
H  -1.85798  0.81502  3.98951
H  -0.83273  1.91494  3.05116
H  -2.49241  2.39371  3.46738
H  -1.25569  -0.87180  2.21838
H  -2.31582  -0.86000  0.80944

## Properties
**HOMO (alpha / beta)**: -22.074 / -23.568 eV
**Multiplicity**: 6
**Charge**: +4
**Lowest unoccupied orbital energy (alpha / beta)**: -15.1 / -18.0 eV
**ΔE to the lowest compared entry with this formula, charge and spin**: 16.1 kcal/mol

Need the Löwdin charges? In units of e they are: 0.7683, 0.5837, 1.0955, 0.8258, 0.5101, -0.1795, -0.1170, -0.7556, -0.0831, -0.0671, -0.0639, -0.0126, -0.3004, 0.2743, 0.2558, 0.2358, 0.2359, 0.1404, 0.0821, 0.0672, 0.1420, 0.0774, 0.0919, 0.1360, 0.0932, 0.1048, -0.0511, -0.4995, -0.0391, -0.3118, 0.1192, 0.0319, 0.1263, 0.1153, 0.1220, 0.0590, 0.1207, 0.0831, -0.0169

***

4.
Formula: C12H18N3O
Source: OMol25
Level of theory: ωB97M-V/def2-TZVPD

Element x y z (Å)
O  -0.93721  0.25884  -0.17096
H  -0.48420  0.67223  -0.98043
H  -0.78230  -0.75700  -0.15441
H  -0.88183  0.67605  0.53326
N  -0.62031  -2.50672  -1.23799
C  0.53741  -2.39422  -0.56427
C  0.21984  -2.44021  0.72916
C  -1.34091  -2.69302  0.79611
C  -1.71688  -2.69018  -0.56221
H  -0.62437  -2.63893  -2.35601
H  1.62638  -1.97611  -1.03939
H  0.83996  -2.34565  1.50712
H  -1.90758  -2.96673  1.75834
H  -2.73955  -2.68094  -0.77722
N  1.46610  2.20886  -1.58620
C  2.24281  1.10667  -1.57738
C  1.78023  0.15618  -2.35310
C  0.42726  0.69930  -2.87181
C  0.39858  1.97422  -2.39571
H  1.64568  3.03374  -0.99730
H  3.12608  1.39203  -0.92647
H  2.33150  -0.83524  -2.77061
H  -0.26318  0.22105  -3.48416
H  -0.35249  2.71892  -2.77533
N  -1.47870  0.92352  2.63039
C  -0.38354  0.09651  3.05011
C  0.72882  0.68643  2.49540
C  0.36819  1.97839  1.90938
C  -1.04466  2.15474  2.03929
H  -2.48355  0.73814  2.84406
H  -0.63784  -0.87667  3.45393
H  1.68370  0.13089  2.29528
H  1.01586  2.94137  1.56049
H  -1.75932  3.03356  1.97865

## Properties
**HOMO**: -12.136 eV
**Charge**: +1
**Lowest unoccupied orbital energy**: -2.3 eV
**ΔE to the lowest compared entry with this formula, charge and spin**: 30.8 kcal/mol

Need the Löwdin charges? In units of e they are: 0.2781, 0.1327, 0.1284, -0.0798, -0.0650, -0.1839, -0.0815, -0.0225, -0.1722, 0.2395, 0.1763, 0.0468, 0.1218, 0.1134, 0.0134, -0.1938, -0.0996, -0.0734, -0.1763, 0.1650, 0.1558, 0.1565, 0.0790, 0.1507, -0.0259, -0.0905, -0.1254, -0.1280, -0.1182, 0.1649, 0.1150, 0.1159, 0.1434, 0.1392

***

5.
Formula: C12H18N4O4RuTe
Source: OMol25
Level of theory: ωB97M-V/def2-TZVPD

Element x y z (Å)
Ru  0.23168  0.03792  0.84778
O  -1.39975  -0.10750  1.99883
N  -2.52832  0.23074  1.44475
N  -2.41884  0.66206  0.26799
O  -1.24871  0.77053  -0.34379
C  -3.59864  1.07925  -0.45611
C  -3.43224  1.87114  -1.57820
C  -4.56111  2.28139  -2.27037
C  -5.82300  1.89988  -1.84065
C  -5.96389  1.10192  -0.71242
C  -4.84934  0.68080  -0.00798
H  -2.44376  2.16501  -1.89569
H  -4.45015  2.90498  -3.14666
H  -6.69955  2.22304  -2.38520
H  -6.94711  0.80062  -0.37867
H  -4.94543  0.05841  0.86915
C  4.21610  0.98704  -0.21096
C  3.00545  0.51680  0.51279
N  1.80041  0.51474  -0.11157
O  1.87876  0.96896  -1.41239
C  2.95217  0.04433  1.81829
C  4.06276  -0.14424  2.78513
N  1.67555  -0.31510  2.19145
O  1.50783  -0.83749  3.29343
H  4.06542  2.00992  -0.55747
H  4.38549  0.37725  -1.09942
H  5.09782  0.95125  0.42005
H  0.95704  1.04443  -1.70027
H  5.00146  0.24898  2.40655
H  4.19403  -1.20265  3.01992
H  3.82136  0.35223  3.72575
C  0.46342  -2.33732  -1.81224
Te  0.30804  -2.44231  0.29772
C  2.32103  -3.02893  0.58500
H  1.30889  -1.70499  -2.07087
H  -0.46189  -1.90252  -2.18316
H  0.59101  -3.34139  -2.20842
H  2.41255  -4.03787  0.18943
H  2.52708  -3.02878  1.65241
H  2.98639  -2.35253  0.05605

## Properties
**HOMO (alpha / beta)**: -11.672 / -11.741 eV
**Multiplicity**: 2
**Charge**: +1
**Lowest unoccupied orbital energy (alpha / beta)**: -4.3 / -5.2 eV
**ΔE to the lowest compared entry with this formula, charge and spin**: 0.0 kcal/mol

Need the Löwdin charges? In units of e they are: 0.9909, -0.2783, 0.0342, -0.1970, -0.2327, -0.1698, -0.0125, -0.0580, -0.0608, -0.0561, -0.0104, 0.1110, 0.1132, 0.1132, 0.1145, 0.1150, 0.0137, -0.2517, -0.2166, 0.0000, -0.2608, -0.0003, -0.2728, -0.0002, 0.1047, 0.1018, 0.0825, 0.1059, 0.0796, 0.0952, 0.1003, -0.3794, 1.4579, -0.3700, 0.0081, 0.0135, 0.0196, 0.0221, 0.0130, 0.0173

***

6.
Formula: C12H18N6O8
Source: OMol25
Level of theory: ωB97M-V/def2-TZVPD

Element x y z (Å)
N  0.25007  2.64052  -4.35173
C  -0.44789  2.03739  -3.18003
C  0.31308  2.41845  -1.89993
N  1.61965  1.74898  -1.84247
C  2.73741  2.35860  -2.42966
C  3.95313  1.70723  -2.48548
N  5.05983  2.32881  -3.07496
O  5.26709  3.51102  -2.78469
O  5.73513  1.68033  -3.87701
C  4.03281  0.36426  -1.92278
O  5.05813  -0.28665  -1.83906
N  2.92824  -0.19752  -1.36295
C  1.74133  0.46044  -1.33605
O  0.80508  -0.12702  -0.82006
C  -1.92472  2.48130  -3.03399
O  -2.26170  3.54634  -3.52843
O  -2.77565  1.67478  -2.36082
H  0.00237  2.14889  -5.21299
H  -0.00491  3.62904  -4.43744
H  -0.44627  0.94577  -3.27679
H  0.43985  3.50550  -1.85766
H  -0.28320  2.14088  -1.02223
H  2.64232  3.35015  -2.87206
H  2.98090  -1.13890  -1.00636
H  -3.64037  2.11327  -2.39685
C  -1.38525  -4.95846  2.45560
N  -1.17691  -3.53403  2.70791
C  -1.80410  -2.55017  2.04890
O  -2.63422  -2.77922  1.17974
C  -1.51655  -1.10322  2.46909
N  -0.96890  -0.96892  3.82734
C  -1.63049  -1.11559  4.97450
C  -3.11830  -1.40583  4.96075
O  -1.03813  -1.02164  6.03631
H  -2.44220  -5.20521  2.57455
H  -1.08715  -5.19678  1.43314
H  -0.79673  -5.55652  3.15264
H  -0.53084  -3.26947  3.43520
H  -0.79647  -0.69514  1.75933
H  -2.43922  -0.53036  2.37898
H  0.00549  -0.72828  3.92275
H  -3.64230  -0.60480  4.44296
H  -3.47524  -1.46246  5.98810
H  -3.30420  -2.35579  4.46467

## Properties
**SMILES**: N[C@@H](Cn1cc([N+](=O)[O-])c(=O)[nH]c1=O)C(=O)O.CNC(=O)CNC(C)=O
**HOMO**: -9.607 eV
**Charge**: 0
**Lowest unoccupied orbital energy**: -0.8 eV

Need the Löwdin charges? In units of e they are: 0.0681, -0.2627, -0.0818, 0.0273, 0.0995, -0.0714, -0.3450, 0.0786, 0.1121, -0.3980, 0.1004, 0.2226, -0.4591, 0.0792, -0.4573, 0.0898, 0.1261, 0.0897, 0.0867, 0.1545, 0.1435, 0.1370, 0.1477, 0.1835, 0.1336, -0.0542, 0.0144, -0.5109, 0.0463, -0.0669, 0.0525, -0.5683, 0.0146, 0.0354, 0.0868, 0.0864, 0.0846, 0.1288, 0.1235, 0.1236, 0.1477, 0.0837, 0.0873, 0.0802

***

| no. | total energy (eV) |
| --- | --- |
| 1 | -30843.3033 |
| 2 | -41222.2771 |
| 3 | -51537.5640 |
| 4 | -19241.6459 |
| 5 | -36749.4379 |
| 6 | -38055.4918 |